[1]
This record from the Open Molecules 2025 dataset describes an isolated molecule of C19H21F2N3O6S. The level of theory is ωB97M-V/def2-TZVPD.

As for the SMILES: O=C(NCCc1ccco1)C(=O)NC[C@@H]1OCCCN1S(=O)(=O)c1cc(F)ccc1F. Its strongest force on any atom is 0.93 eV Å⁻¹. The HOMO energy comes out at -8.32 eV. The frontier orbital gap comes out at 8.65 eV. The lowest unoccupied orbital energy is 0.3 eV.

Atoms and positions in Å:
O  1.7524  2.7048  -1.8336
C  1.3069  2.6078  -0.7061
N  1.9977  2.2814  0.3950
H  1.4512  2.1219  1.2323
C  3.3187  1.7065  0.3364
H  3.7693  2.0297  -0.6047
H  3.9082  2.0885  1.1733
C  3.2411  0.1762  0.3867
C  4.5797  -0.4697  0.2767
C  5.8171  -0.1029  0.7189
C  6.7068  -1.1306  0.3166
C  5.9455  -2.0448  -0.3385
O  4.6587  -1.6534  -0.3684
H  6.1862  -2.9761  -0.8109
H  7.7620  -1.1748  0.4929
H  6.0723  0.7838  1.2612
H  2.6112  -0.1717  -0.4351
H  2.7482  -0.1232  1.3177
C  -0.1684  2.8570  -0.3974
O  -0.5802  3.1203  0.7183
N  -0.9354  2.7455  -1.4999
H  -0.4399  2.4309  -2.3254
C  -2.3494  2.5146  -1.4023
H  -2.7286  3.1435  -0.5945
H  -2.8432  2.7740  -2.3398
C  -2.6163  1.0146  -1.0873
N  -2.0048  0.6350  0.1593
S  -0.5939  -0.1864  0.1691
O  0.0723  0.0132  1.4162
O  0.1131  0.1022  -1.0434
C  -1.0945  -1.9167  0.0369
C  -0.7971  -2.6047  -1.1238
C  -1.1941  -3.9262  -1.2412
C  -1.8775  -4.5767  -0.2260
C  -2.1722  -3.8849  0.9349
C  -1.7782  -2.5613  1.0520
F  -2.0845  -1.8950  2.1759
H  -2.7009  -4.3561  1.7481
H  -2.1694  -5.6073  -0.3505
F  -0.9120  -4.5967  -2.3673
H  -0.2554  -2.1047  -1.9103
C  -2.6666  1.0544  1.3777
H  -2.1410  0.5779  2.2031
C  -4.1345  0.6374  1.3090
H  -4.6855  1.0590  2.1481
C  -4.7223  1.1363  -0.0109
H  -5.7280  0.7437  -0.1727
H  -4.7650  2.2326  -0.0151
O  -3.9706  0.6670  -1.1230
H  -4.2093  -0.4501  1.3471
H  -2.5659  2.1392  1.4940
H  -2.1345  0.4152  -1.8694

Atoms 1-6, force components in eV/Å:
O -0.03 -0.09 -0.18
C 0.31 0.17 0.27
N -0.13 -0.02 0.33
H -0.05 0.13 -0.12
C 0.19 -0.16 -0.20
H 0.06 -0.02 0.17

[2]
This record from the Open Molecules 2025 dataset describes the ion C5H9NO3P with charge +1. The level of theory is ωB97M-V/def2-TZVPD.

The calculation puts the relative energy (zero: lowest compared OMol25 entry of this formula, charge and spin) at 16.7 kcal per mole. As for the SMILES: C#[N+][C@@H](C)OP1OCCO1. Its strongest force on any atom is 4.28 eV Å⁻¹. Its total charge is +1. The HOMO energy comes out at -13.58 eV. The frontier orbital gap comes out at 9.14 eV. The lowest unoccupied orbital energy is -4.4 eV.

Atoms and positions in Å:
C  -3.3828  0.4021  1.2766
C  2.1796  1.0130  0.8481
C  2.4751  0.6227  -0.6527
C  -1.5780  -0.9554  0.1688
C  -1.5526  -0.6207  -1.3973
N  -2.5274  -0.1481  0.8179
O  1.9575  -0.2782  1.5018
O  1.7253  -0.5078  -0.8283
O  -0.3990  -0.5935  0.6513
P  1.2703  -1.2810  0.5123
H  -4.0429  0.9505  1.9975
H  3.1957  1.4507  1.1936
H  1.2456  1.6299  0.8996
H  2.2047  1.4355  -1.3322
H  3.5296  0.3555  -0.8006
H  -1.8502  -1.9703  0.3405
H  -1.7923  0.4572  -1.5989
H  -2.1785  -1.3064  -1.9980
H  -0.4796  -0.6558  -1.6000

Atoms 1-6, force components in eV/Å:
C -2.24 2.23 2.89
C 2.04 0.56 -1.03
C 0.87 1.61 1.67
C 1.32 0.15 -3.78
C -0.56 0.53 0.63
N -0.08 -0.84 -0.67